(1)
Here is one molecule with the formula C3H3ClS2 in a non-equilibrium geometry from the Open Molecules 2025 dataset. Energies are from ωB97M-V/def2-TZVPD.

Results
LUMO energy (alpha / beta) = -1.675 / -0.594 eV
energy relative to the best compared isomer or geometry (same formula, charge and spin) = 71.67 kcal/mol
gap between HOMO and LUMO (alpha / beta) = 7.368 / 8.026 eV

Element x y z (Å)
1 C -1.6807 -0.3661 -0.1793
2 C -0.8475 0.5787 0.1721
3 C 0.6289 0.2233 0.4974
4 S 1.6213 -1.7630 -1.5035
5 S 1.4802 0.1168 -1.0621
6 Cl -1.2357 2.2384 0.1368
7 H -2.0257 -1.3124 -0.2515
8 H 1.0999 0.9893 1.0695
9 H 0.9593 -0.7050 1.1206

=====

(2)
Here is C3H3CrO3 as an isolated structure in a non-equilibrium geometry from the Open Molecules 2025 dataset. Energies are from ωB97M-V/def2-TZVPD.

Results
LUMO energy (alpha / beta) = -9.366 / -8.728 eV
energy relative to the best compared isomer or geometry (same formula, charge and spin) = 0.00 kcal/mol
spin multiplicity = 6
total charge = +2
gap between HOMO and LUMO (alpha / beta) = 8.160 / 9.255 eV

Element x y z (Å)
1 O -3.5178 0.1328 0.0972
2 O -5.7247 0.8332 -0.0068
3 C -4.6297 0.4667 0.0508
4 Cr 4.8405 0.1902 0.0885
5 O -0.4121 0.1704 -0.0531
6 C -0.5258 -0.9393 -0.1046
7 H 0.2333 -2.7886 -0.0837
8 C -0.7826 -2.3374 -0.0538
9 H -1.2689 -2.5626 0.9078
10 H -1.3745 -2.6085 -0.9418

=====

(3)
Here is C3H3CsO2 as an isolated structure in a non-equilibrium geometry from the Open Molecules 2025 dataset. Energies are from ωB97M-V/def2-TZVPD.

Results
LUMO energy (alpha / beta) = -1.274 / -1.274 eV
energy relative to the best compared isomer or geometry (same formula, charge and spin) = 87.55 kcal/mol
gap between HOMO and LUMO (alpha / beta) = 4.191 / 4.192 eV

Element x y z (Å)
1 O -1.0058 -1.4608 -0.0556
2 Cs -4.2016 -0.6690 -1.0433
3 O 1.5283 -0.6053 2.0277
4 C 0.9287 -0.5930 0.9781
5 C -0.3705 -0.4835 0.5013
6 C 0.7013 0.7039 -0.3982
7 H 0.8838 0.2837 -1.4003
8 H 1.5706 1.3082 -0.1005
9 H -0.0348 1.5157 -0.5094

=====

(4)
Here is C3H3CuF6NO7S3 as an isolated structure in a non-equilibrium geometry from the Open Molecules 2025 dataset. Energies are from ωB97M-V/def2-TZVPD.

Results
LUMO energy = 2.996 eV
energy relative to the best compared isomer or geometry (same formula, charge and spin) = 23.68 kcal/mol
total charge = -1
gap between HOMO and LUMO = 8.778 eV

Element x y z (Å)
1 Cu 0.5979 -0.4131 0.0543
2 F -0.0667 -0.2478 -2.5664
3 C -1.0051 -1.1675 -2.3932
4 F -2.0657 -0.8539 -3.1153
5 F -0.5387 -2.3444 -2.8079
6 S -1.5147 -1.4252 -0.5871
7 O -0.5091 -2.3062 0.0038
8 O -2.8073 -2.0074 -0.7962
9 N -1.5920 -0.0726 0.3365
10 S -1.8640 1.3646 -0.3740
11 O -0.6802 1.9548 -0.9219
12 O -3.0606 1.3990 -1.1634
13 C -2.2086 2.3292 1.1889
14 F -1.6547 1.7771 2.2632
15 F -3.5311 2.4196 1.3842
16 F -1.7194 3.5620 1.0316
17 C 3.2004 -1.3242 1.3892
18 S 2.8688 0.3018 0.7489
19 O 1.7041 0.8049 1.5007
20 O 4.0894 1.0420 0.9512
21 O 2.5125 0.1111 -0.6883
22 H 3.4043 -1.2078 2.4515
23 H 4.0819 -1.6981 0.8733
24 H 2.3585 -1.9979 1.2363

=====

(5)
Here is C3H3ErO2 as an isolated structure in a non-equilibrium geometry from the Open Molecules 2025 dataset. Energies are from ωB97M-V/def2-TZVPD.

Results
LUMO energy (alpha / beta) = -9.671 / -10.748 eV
energy relative to the best compared isomer or geometry (same formula, charge and spin) = 34.50 kcal/mol
spin multiplicity = 4
total charge = +2
gap between HOMO and LUMO (alpha / beta) = 9.281 / 5.897 eV

Element x y z (Å)
1 C 0.6992 0.9568 -0.5394
2 C -0.1084 0.8700 0.7131
3 H 0.4281 0.8592 1.6726
4 H 1.7883 0.9958 -0.5511
5 H -1.0059 1.5074 0.7126
6 O -0.0965 -1.5268 -1.5106
7 C 0.2217 -0.5132 -0.8175
8 O -0.5142 -0.5093 0.4253
9 Er -1.4122 -2.6398 -0.1050

=====

(6)
Here is C3H3F2I as an isolated structure in a non-equilibrium geometry from the Open Molecules 2025 dataset. Energies are from ωB97M-V/def2-TZVPD.

Results
LUMO energy = 0.214 eV
energy relative to the best compared isomer or geometry (same formula, charge and spin) = 62.08 kcal/mol
gap between HOMO and LUMO = 8.914 eV

Element x y z (Å)
1 C -0.2227 -1.0053 0.3525
2 C 0.4767 -0.1130 -0.5222
3 C -0.0905 0.9463 0.3818
4 F 0.4941 -1.4380 1.4192
5 F 1.8286 -0.1101 -0.7342
6 I -1.9479 1.6694 -0.3732
7 H -1.1723 -1.4411 0.0236
8 H 0.0969 0.0478 -1.5857
9 H 0.5370 1.4439 1.0384

=====

(7)
Here is one molecule with the formula C3H3F2N in a non-equilibrium geometry from the Open Molecules 2025 dataset. Energies are from ωB97M-V/def2-TZVPD.

Results
LUMO energy = 0.358 eV
energy relative to the best compared isomer or geometry (same formula, charge and spin) = 32.51 kcal/mol
gap between HOMO and LUMO = 12.279 eV
structure (SMILES) = N#CCC(F)F

Element x y z (Å)
1 C 0.7926 0.0599 -0.2150
2 C -0.4426 -0.4800 0.4420
3 C -1.7182 0.0466 0.0200
4 H 0.6468 0.1512 -1.2607
5 H -0.3217 -1.4329 0.0868
6 H -0.3365 -0.6038 1.5602
7 N -2.9559 0.0883 -0.2343
8 F 1.3237 1.3057 0.1269
9 F 1.8887 -0.9159 -0.1523

=====

(8)
Here is one molecule with the formula C3H3F3 in a non-equilibrium geometry from the Open Molecules 2025 dataset. Energies are from ωB97M-V/def2-TZVPD.

Results
LUMO energy = 0.837 eV
energy relative to the best compared isomer or geometry (same formula, charge and spin) = 8.05 kcal/mol
gap between HOMO and LUMO = 11.681 eV
structure (SMILES) = C=CC(F)(F)F

Element x y z (Å)
1 C -0.1251 0.4033 -0.5273
2 C 0.6924 -0.1734 0.3882
3 C 2.2716 -0.1239 0.1068
4 F 2.8853 0.8309 0.8367
5 F 2.7822 -1.3482 0.4133
6 F 2.4664 0.1928 -1.1866
7 H -1.2205 0.5733 -0.3986
8 H 0.3835 1.0766 -1.2228
9 H 0.5050 -1.0544 1.0386

=====

(9)
Here is a 2-piece molecular cluster, C3H3F3 overall in a non-equilibrium geometry from the Open Molecules 2025 dataset. Energies are from ωB97M-V/def2-TZVPD.

Results
LUMO energy (alpha / beta) = -0.353 / -0.355 eV
energy relative to the best compared isomer or geometry (same formula, charge and spin) = 106.59 kcal/mol
gap between HOMO and LUMO (alpha / beta) = 9.553 / 9.164 eV

Element x y z (Å)
1 C -1.3491 -0.0725 -0.9832
2 C -0.6366 0.9174 -0.5385
3 C 1.2684 -0.3069 1.0988
4 F 1.3482 0.2419 2.3345
5 F 0.9901 -1.6280 1.0237
6 F 2.3814 -0.0672 0.2905
7 H -2.2927 0.0414 -1.6274
8 H -1.0074 -1.0913 -0.7771
9 H -0.7024 1.9652 -0.8215

=====

(10)
Here is one molecule with the formula C3H3F3N4O in a non-equilibrium geometry from the Open Molecules 2025 dataset. Energies are from ωB97M-V/def2-TZVPD.

Results
LUMO energy = -0.688 eV
gap between HOMO and LUMO = 8.904 eV
structure (SMILES) = [H]/N=N\C(=O)N/C(=N/[H])C(F)(F)F

Element x y z (Å)
1 C 1.4689 0.7748 -0.3548
2 C -0.7002 -0.4764 0.1604
3 C -2.1850 -0.0105 -0.1239
4 N 2.1801 -0.3835 0.1258
5 N 3.3367 -0.4805 0.5996
6 N 0.1215 0.6090 -0.2343
7 N -0.3908 -1.5664 0.5825
8 O 1.8813 1.7160 -0.9567
9 F -2.5178 0.9638 0.7058
10 F -2.2740 0.3801 -1.4250
11 F -3.0293 -1.0090 0.1250
12 H -0.5290 1.3511 -0.6911
13 H 3.8661 0.3606 0.6860
14 H -1.2284 -2.2291 0.8009

=====

(11)
Here is a 2-piece molecular cluster, C3H3F3O overall in a non-equilibrium geometry from the Open Molecules 2025 dataset. Energies are from ωB97M-V/def2-TZVPD.

Results
LUMO energy (alpha / beta) = 0.038 / -0.733 eV
energy relative to the best compared isomer or geometry (same formula, charge and spin) = 80.99 kcal/mol
gap between HOMO and LUMO (alpha / beta) = 9.426 / 8.136 eV

Element x y z (Å)
1 C 3.2037 0.4801 -0.0840
2 C -0.1326 -0.3963 0.3288
3 C 1.1087 -1.0786 -0.1205
4 O 3.1655 1.4390 -0.7162
5 F 4.1310 0.1964 0.7600
6 F 1.5716 -2.0377 0.7754
7 F 1.2840 -1.4546 -1.3957
8 H -0.4514 0.2125 -0.6000
9 H 0.1051 0.0285 1.2580
10 H -0.8884 -1.0540 0.6964

=====

(12)
Here is a 2-piece molecular cluster, C3H3F3O overall in a non-equilibrium geometry from the Open Molecules 2025 dataset. Energies are from ωB97M-V/def2-TZVPD.

Results
LUMO energy (alpha / beta) = -0.256 / -0.256 eV
energy relative to the best compared isomer or geometry (same formula, charge and spin) = 82.85 kcal/mol
gap between HOMO and LUMO (alpha / beta) = 9.008 / 9.009 eV

Element x y z (Å)
1 C 1.1419 -0.9085 0.0608
2 C 0.8332 0.4477 -0.2911
3 C -1.3716 0.4082 0.1794
4 O 1.2422 -1.7341 -0.8075
5 F 1.1882 1.4896 0.4051
6 F -1.5421 -0.2901 1.2706
7 F -1.7889 -0.2973 -0.8897
8 H 0.8950 -1.2874 1.1254
9 H 0.9177 0.6093 -1.2884
10 H -1.5156 1.5625 0.2355

=====

Number 1: E -37348.61876 eV. Number 2: E -37703.69789 eV. Number 3: E -7797.36191 eV. Number 4: E -112434.02882 eV. Number 5: E -34853.11781 eV. Number 6: E -16691.76702 eV. Number 7: E -10082.85929 eV. Number 8: E -11311.20918 eV. Number 9: E -11306.93594 eV. Number 10: E -19317.75686 eV. Number 11: E -13355.93700 eV. Number 12: E -13355.85624 eV.